One molecule with the formula C9H17O2P at a distorted geometry, computed with ωB97M-V with the def2-TZVPD basis set.

Values from the calculation:
* SMILES: C=C(C1CC1)[P@H](=O)OCCCC
* LUMO energy: 0.41 eV
* HOMO level: -9.087 eV
* orbital gap: 0.34895 hartree
* ΔE to the lowest compared entry with this formula, charge and spin: 66.6 kJ/mol
* total charge: 0

CARTESIAN COORDINATES (ANGSTROEM)
C1 2.466 2.328 0.436
C2 2.201 0.885 0.209
C3 3.422 -0.023 0.295
C4 3.056 -1.452 0.601
C5 3.596 -1.138 -0.751
P1 0.597 0.085 -0.095
O1 0.339 -0.632 -1.345
O2 -0.408 1.317 0.255
C6 -1.478 1.448 -0.755
C7 -2.745 0.853 -0.161
C8 -2.924 -0.697 -0.295
C9 -3.999 -1.232 0.681
H1 1.679 3.021 0.158
H2 3.340 2.769 0.778
H3 4.272 0.320 0.645
H4 2.081 -1.831 0.720
H5 3.784 -2.150 1.214
H6 4.702 -1.418 -0.938
H7 2.947 -1.205 -1.616
H8 0.248 -0.618 1.062
H9 -1.240 1.001 -1.752
H10 -1.712 2.399 -1.083
H11 -3.594 1.308 -0.613
H12 -2.718 1.075 0.999
H13 -2.069 -1.250 0.079
H14 -3.038 -0.949 -1.290
H15 -4.891 -1.222 0.145
H16 -3.940 -2.249 0.850
H17 -3.974 -0.742 1.568

=====

A 8-piece molecular cluster, C5H27NO8S overall at a distorted geometry, computed with ωB97M-V with the def2-TZVPD basis set.

Values from the calculation:
* SMILES: CN[C@H](CO)CCS.O.O.O.O.O.O.O
* LUMO energy: 0.04 eV
* HOMO level: -8.719 eV
* orbital gap: 0.32174 hartree
* ΔE to the lowest compared entry with this formula, charge and spin: 135.9 kJ/mol
* total charge: 0

CARTESIAN COORDINATES (ANGSTROEM)
C1 1.136 2.520 -0.290
N1 0.324 1.267 -0.395
C2 0.942 -0.057 -0.124
C3 2.213 -0.380 -0.923
O1 3.251 0.434 -0.323
C4 -0.036 -1.224 -0.232
C5 0.490 -2.541 0.385
S1 0.193 -3.961 -0.669
H1 1.286 2.852 0.722
H2 2.057 2.504 -0.942
H3 0.566 3.276 -0.825
H4 -0.250 1.212 -1.243
H5 1.211 -0.093 0.921
H6 2.506 -1.432 -0.899
H7 2.171 0.064 -1.939
H8 3.342 0.292 0.626
H9 -1.080 -0.921 -0.037
H10 -0.287 -1.353 -1.301
H11 1.537 -2.399 0.556
H12 -0.031 -2.762 1.361
H13 -1.098 -3.775 -1.015
O2 3.347 0.751 3.215
H14 3.612 -0.148 3.456
H15 2.405 0.605 3.262
O3 -0.624 1.078 2.208
H16 -0.346 1.445 1.332
H17 -0.782 1.724 2.902
O4 -0.235 -0.785 -3.549
H18 0.339 -1.553 -3.682
H19 -0.798 -0.883 -4.330
O5 -2.905 0.671 0.675
H20 -3.762 0.511 1.078
H21 -2.237 0.577 1.383
O6 0.743 -0.876 3.435
H22 0.252 -0.353 2.759
H23 0.076 -1.466 3.800
O7 -3.712 0.040 -2.431
H24 -4.327 0.547 -1.882
H25 -3.778 -0.898 -2.246
O8 -2.290 2.088 -1.584
H26 -2.661 1.574 -0.843
H27 -2.764 1.827 -2.372

=====

One molecule with the formula C6H14NO4P at a distorted geometry, computed with ωB97M-V with the def2-TZVPD basis set.

Values from the calculation:
* SMILES: COP(=O)(OC)[C@H](N=O)C(C)C
* LUMO energy (spin up / spin down): -0.11 / -0.11 eV
* HOMO level (spin up / spin down): -8.803 / -8.802 eV
* orbital gap (spin up / spin down): 0.31946 / 0.31943 hartree
* ΔE to the lowest compared entry with this formula, charge and spin: 226.0 kJ/mol
* total charge: 0

CARTESIAN COORDINATES (ANGSTROEM)
C1 -0.637 -2.202 -1.805
O1 0.332 -1.730 -0.908
P1 1.064 -0.320 -0.676
O2 2.255 -0.284 0.167
O3 1.049 0.190 -2.196
C2 2.156 1.152 -2.444
C3 -0.404 0.622 0.286
N1 0.036 1.892 -0.103
O4 -0.244 2.525 -1.116
C4 -0.409 0.376 1.787
C5 -1.569 1.111 2.434
C6 -0.478 -1.139 2.192
H1 -0.934 -3.288 -1.644
H2 -0.149 -2.132 -2.725
H3 -1.370 -1.467 -1.857
H4 2.686 1.405 -1.614
H5 1.753 2.163 -2.739
H6 2.833 0.547 -3.200
H7 -1.482 0.269 -0.269
H8 0.503 0.890 2.010
H9 -2.338 1.130 1.813
H10 -1.860 0.759 3.527
H11 -1.295 2.133 2.434
H12 -1.348 -1.724 1.711
H13 0.359 -1.732 1.734
H14 -0.510 -1.149 3.201

=====

A 2-piece molecular cluster, C27H37 overall at a distorted geometry, computed with ωB97M-V with the def2-TZVPD basis set.

Values from the calculation:
* LUMO energy: -5.42 eV
* HOMO level: -11.106 eV
* orbital gap: 0.20882 hartree
* ΔE to the lowest compared entry with this formula, charge and spin: 0.0 kJ/mol
* total charge: +1

CARTESIAN COORDINATES (ANGSTROEM)
C1 -4.669 3.558 2.540
C2 -3.860 2.546 1.792
C3 -3.202 1.527 2.481
C4 -2.470 0.542 1.819
C5 -1.869 -0.540 2.678
C6 -2.342 0.608 0.417
C7 -1.611 -0.476 -0.375
C8 -2.461 -1.754 -0.417
C9 -0.154 -0.734 0.108
C10 0.847 0.188 -0.436
C11 1.972 0.684 0.270
C12 2.331 2.074 0.139
C13 1.376 3.053 -0.479
C14 3.557 2.516 0.608
C15 4.440 1.659 1.277
C16 5.773 2.165 1.731
C17 4.057 0.330 1.488
C18 2.836 -0.166 1.050
C19 2.496 -1.589 1.360
C20 -3.001 1.633 -0.286
C21 -2.946 1.699 -1.789
C22 -3.725 2.601 0.405
H1 -5.098 4.286 1.846
H2 -5.490 3.081 3.090
H3 -4.058 4.093 3.278
H4 -3.284 1.476 3.569
H5 -1.866 -1.522 2.195
H6 -0.843 -0.293 2.993
H7 -2.455 -0.635 3.603
H8 -1.517 -0.139 -1.413
H9 -3.480 -1.516 -0.756
H10 -2.052 -2.494 -1.116
H11 -2.540 -2.207 0.579
H12 -0.104 -0.693 1.201
H13 0.104 -1.768 -0.168
H14 0.619 0.611 -1.422
H15 1.842 4.044 -0.546
H16 1.085 2.748 -1.492
H17 0.454 3.162 0.114
H18 3.850 3.555 0.433
H19 6.332 1.365 2.227
H20 6.370 2.528 0.883
H21 5.657 3.003 2.431
H22 4.750 -0.347 1.993
H23 3.382 -2.088 1.772
H24 1.695 -1.678 2.110
H25 2.198 -2.147 0.465
H26 -3.552 2.543 -2.137
H27 -1.921 1.860 -2.157
H28 -3.342 0.784 -2.256
H29 -4.212 3.400 -0.158
C23 0.036 -4.444 -3.015
C24 1.008 -3.901 -4.100
C25 1.600 -2.681 -3.441
C26 1.284 -2.581 -2.131
C27 0.417 -3.738 -1.685
H30 -0.993 -4.179 -3.285
H31 0.084 -5.531 -2.927
H32 1.774 -4.659 -4.325
H33 0.476 -3.678 -5.030
H34 2.252 -2.008 -3.993
H35 1.665 -1.836 -1.439
H36 -0.479 -3.456 -1.120
H37 0.975 -4.445 -1.051

=====

C23H24N3PS2V as an isolated structure at a distorted geometry, computed with ωB97M-V with the def2-TZVPD basis set.

Values from the calculation:
* LUMO energy (spin up / spin down): -12.71 / -12.82 eV
* HOMO level (spin up / spin down): -17.232 / -17.228 eV
* orbital gap (spin up / spin down): 0.16600 / 0.16202 hartree
* ΔE to the lowest compared entry with this formula, charge and spin: 9.3 kJ/mol
* total charge: +3

CARTESIAN COORDINATES (ANGSTROEM)
V1 -17.812 1.245 -3.227
C1 -12.087 1.253 -2.784
C2 -13.042 0.508 -1.847
C3 -12.435 -0.276 -0.856
C4 -13.117 -0.962 0.179
C5 -14.492 -0.805 0.199
C6 -15.067 0.000 -0.743
C7 -14.437 0.664 -1.797
P1 -15.538 1.499 -2.950
C8 -14.620 1.529 -4.517
C9 -14.400 2.789 -5.056
C10 -13.906 2.941 -6.333
C11 -13.627 1.799 -7.090
C12 -13.766 0.514 -6.526
C13 -14.234 0.344 -5.215
C14 -14.501 -1.038 -4.755
C15 -15.557 3.201 -2.297
C16 -14.515 3.920 -1.705
C17 -14.650 5.301 -1.424
C18 -15.784 6.022 -1.809
C19 -16.859 5.352 -2.356
C20 -16.750 3.956 -2.557
C21 -18.053 3.208 -2.721
H1 -11.196 1.509 -2.200
H2 -12.497 2.214 -3.121
H3 -11.799 0.627 -3.653
H4 -11.334 -0.389 -0.907
H5 -12.584 -1.584 0.859
H6 -15.036 -1.344 0.973
H7 -16.111 0.206 -0.684
H8 -14.649 3.718 -4.541
H9 -13.713 3.925 -6.756
H10 -13.303 1.846 -8.140
H11 -13.524 -0.374 -7.120
H12 -14.224 -1.230 -3.742
H13 -13.861 -1.686 -5.352
H14 -15.533 -1.369 -4.871
H15 -13.614 3.418 -1.414
H16 -13.780 5.847 -1.131
H17 -15.904 7.083 -1.585
H18 -17.779 5.887 -2.571
H19 -18.624 3.571 -3.604
H20 -18.648 3.388 -1.804
N1 -21.371 0.060 -1.370
C22 -20.362 -0.211 -2.203
N2 -20.685 -0.895 -3.332
S1 -18.720 -0.042 -1.742
H21 -22.274 0.254 -1.783
H22 -21.185 0.785 -0.668
H23 -21.658 -1.003 -3.588
H24 -19.941 -1.244 -3.958
S2 -17.887 -1.536 -6.637
C23 -17.951 -0.181 -5.793
N3 -18.063 0.740 -5.026

=====

One molecule with the formula C25H30ClN3O6S at a distorted geometry, computed with ωB97M-V with the def2-TZVPD basis set.

Values from the calculation:
* SMILES: COc1cc(OC)c(NC(=O)C2CCN(S(=O)(=O)c3ccc4c(c3)C[C@H](C)N4C(C)=O)CC2)cc1Cl
* LUMO energy: 0.26 eV
* HOMO level: -8.177 eV
* orbital gap: 0.31009 hartree
* ΔE to the lowest compared entry with this formula, charge and spin: 0.0 kJ/mol
* total charge: 0

CARTESIAN COORDINATES (ANGSTROEM)
C1 -7.119 -0.804 -0.787
O1 -5.783 -1.055 -1.150
C2 -4.800 -0.295 -0.609
C3 -5.006 0.757 0.281
C4 -3.937 1.476 0.792
O2 -4.051 2.530 1.659
C5 -5.338 2.934 2.063
C6 -2.626 1.144 0.415
N1 -1.576 1.910 0.937
C7 -0.276 1.535 1.059
O3 0.129 0.422 0.799
C8 0.631 2.683 1.518
C9 0.694 3.723 0.386
C10 1.535 3.180 -0.762
N2 2.901 2.949 -0.334
S1 3.757 1.867 -1.273
O4 3.430 2.173 -2.634
O5 5.125 1.946 -0.848
C11 3.123 0.250 -0.853
C12 1.999 -0.243 -1.485
C13 1.417 -1.431 -1.065
C14 1.992 -2.106 0.001
C15 3.191 -1.644 0.569
C16 3.748 -0.456 0.165
C17 3.663 -2.615 1.609
C18 2.759 -3.834 1.364
C19 3.451 -4.911 0.535
N3 1.615 -3.293 0.616
C20 0.380 -3.852 0.805
C21 -0.804 -3.084 0.286
O6 0.275 -4.900 1.411
C22 3.130 2.908 1.091
C23 2.038 2.151 1.848
C24 -2.418 0.115 -0.491
C25 -3.490 -0.598 -0.990
Cl1 -3.224 -1.873 -2.115
H1 -7.710 -1.540 -1.329
H2 -7.435 0.201 -1.083
H3 -7.275 -0.937 0.289
H4 -6.010 1.009 0.576
H5 -5.183 3.780 2.731
H6 -5.945 3.254 1.211
H7 -5.856 2.138 2.606
H8 -1.874 2.783 1.348
H9 0.175 3.145 2.400
H10 -0.307 3.950 0.016
H11 1.135 4.649 0.757
H12 1.561 3.882 -1.600
H13 1.089 2.244 -1.121
H14 1.594 0.301 -2.324
H15 0.548 -1.808 -1.575
H16 4.656 -0.066 0.598
H17 4.717 -2.863 1.490
H18 3.521 -2.202 2.611
H19 2.380 -4.278 2.288
H20 3.809 -4.492 -0.403
H21 2.749 -5.713 0.320
H22 4.293 -5.324 1.084
H23 -0.933 -3.253 -0.780
H24 -0.681 -2.021 0.476
H25 -1.694 -3.451 0.793
H26 3.206 3.937 1.464
H27 4.102 2.434 1.231
H28 2.233 2.221 2.918
H29 2.072 1.096 1.565
H30 -1.417 -0.127 -0.801

=====

C45H43As2N6O2SW as an isolated structure, computed with ωB97M-V with the def2-TZVPD basis set.

Values from the calculation:
* LUMO energy (spin up / spin down): -8.69 / -9.69 eV
* expectation value of S²: 2.0252
* HOMO level (spin up / spin down): -15.007 / -16.085 eV
* orbital gap (spin up / spin down): 0.23203 / 0.23516 hartree
* ΔE to the lowest compared entry with this formula, charge and spin: 0.0 kJ/mol
* spin multiplicity: 3
* total charge: +3

CARTESIAN COORDINATES (ANGSTROEM)
W1 0.177 0.466 -0.350
N1 -1.496 3.082 -3.581
C1 -1.086 2.572 -2.417
S1 0.551 1.976 -2.320
N2 -1.928 2.549 -1.412
N3 -1.319 2.051 -0.271
C2 -1.706 2.592 0.827
C3 -1.060 2.162 2.041
C4 -1.300 2.804 3.241
C5 -0.650 2.357 4.384
C6 0.203 1.280 4.260
C7 0.419 0.704 3.015
N4 -0.187 1.123 1.893
H1 -0.860 3.183 -4.354
H2 -2.373 3.581 -3.616
H3 -2.454 3.376 0.808
H4 -1.993 3.633 3.274
H5 -0.817 2.836 5.338
H6 0.731 0.874 5.111
H7 1.125 -0.104 2.944
O1 3.969 -4.031 -4.242
C8 4.649 -2.883 -3.803
C9 3.669 -2.016 -3.067
C10 4.077 -0.936 -2.298
C11 3.139 -0.184 -1.622
N5 1.820 -0.428 -1.672
C12 1.413 -1.420 -2.500
C13 2.302 -2.237 -3.172
C14 -0.035 -1.476 -2.750
C15 -0.592 -2.217 -3.775
C16 -1.931 -2.042 -4.105
C17 -2.560 -2.825 -5.219
O2 -1.572 -3.622 -5.817
C18 -2.662 -1.100 -3.391
C19 -2.066 -0.433 -2.347
N6 -0.773 -0.623 -2.007
H8 4.574 -4.609 -4.718
H9 5.047 -2.298 -4.643
H10 5.487 -3.120 -3.139
H11 5.121 -0.668 -2.204
H12 3.472 0.645 -1.016
H13 1.951 -3.047 -3.793
H14 0.003 -2.896 -4.365
H15 -3.008 -2.118 -5.928
H16 -3.376 -3.424 -4.793
H17 -1.962 -4.180 -6.497
H18 -3.701 -0.897 -3.615
H19 -2.620 0.291 -1.770
C20 0.914 -1.382 0.639
C21 -0.227 -2.401 0.554
As1 -1.732 -1.217 0.764
C22 -2.253 -1.343 2.616
C23 -2.832 -0.298 3.325
C24 -3.292 -0.507 4.617
C25 -3.182 -1.761 5.199
C26 -2.633 -2.814 4.482
C27 -2.175 -2.614 3.188
C28 -3.217 -1.987 -0.180
C29 -3.103 -3.262 -0.727
C30 -4.200 -3.833 -1.359
C31 -5.395 -3.134 -1.449
C32 -5.509 -1.865 -0.893
C33 -4.422 -1.292 -0.252
As2 2.115 2.013 0.501
C34 2.080 3.904 0.465
C35 3.265 4.574 0.806
C36 3.322 5.955 0.732
C37 2.210 6.677 0.321
C38 1.039 6.017 -0.035
C39 0.972 4.637 0.025
C40 3.227 1.418 1.928
C41 3.851 0.170 1.868
C42 4.608 -0.275 2.940
C43 4.744 0.514 4.075
C44 4.118 1.753 4.144
C45 3.357 2.207 3.078
H20 1.818 -1.773 0.179
H21 1.154 -1.219 1.683
H22 -0.190 -3.198 1.297
H23 -0.281 -2.855 -0.434
H24 -2.970 0.674 2.870
H25 -3.753 0.305 5.163
H26 -3.543 -1.926 6.205
H27 -2.571 -3.799 4.924
H28 -1.782 -3.462 2.641
H29 -2.182 -3.827 -0.662
H30 -4.124 -4.833 -1.767
H31 -6.249 -3.587 -1.935
H32 -6.449 -1.333 -0.947
H33 -4.530 -0.308 0.194
H34 4.149 4.027 1.108
H35 4.238 6.469 0.988
H36 2.259 7.756 0.267
H37 0.181 6.584 -0.370
H38 0.066 4.141 -0.287
H39 3.759 -0.461 0.993
H40 5.101 -1.237 2.888
H41 5.343 0.167 4.906
H42 4.225 2.367 5.028
H43 2.865 3.169 3.151

=====

A 2-piece molecular cluster, C2H7N2O2 overall at a distorted geometry, computed with ωB97M-V with the def2-TZVPD basis set.

Values from the calculation:
* LUMO energy: -3.73 eV
* HOMO level: -14.486 eV
* orbital gap: 0.39513 hartree
* ΔE to the lowest compared entry with this formula, charge and spin: 183.2 kJ/mol
* total charge: +1

CARTESIAN COORDINATES (ANGSTROEM)
C1 -0.875 -0.311 -0.874
C2 -0.502 0.948 -1.510
N1 0.687 0.495 1.632
N2 0.107 -1.210 -0.334
O1 -0.088 2.042 -1.396
O2 -0.871 -0.007 -2.314
H1 0.475 0.227 2.596
H2 -1.875 -0.450 -0.473
H3 0.890 -1.311 -0.979
H4 0.466 -0.322 0.916
H5 -0.289 -2.141 -0.206
H6 0.180 1.348 1.379
H7 1.694 0.692 1.562